No. 1
C13H28FNO8S3 | ωB97M-V/def2-TZVPD

Structure (XYZ):
```
54
Properties=species:S:1:pos:R:3
O -2.45954 -3.88958 -0.30143
S -1.59191 -2.81592 0.21620
O -2.14138 -2.23608 1.46130
F -0.17104 -3.52765 0.61642
N -1.34247 -1.54453 -0.87887
C 0.03741 -1.48843 -1.40474
C 0.38042 -0.06258 -1.97309
O 0.22985 0.93401 -0.99295
C -2.35381 -1.53282 -1.95526
C -3.80744 -1.28103 -1.47711
C -4.07406 0.15820 -0.91497
O -2.93413 0.80902 -0.39304
H 0.24503 -2.23994 -2.20018
H 0.75126 -1.63719 -0.56944
H 1.43081 -0.08827 -2.31078
H -0.20985 0.16754 -2.88242
H 1.05745 1.08287 -0.53941
H -2.34804 -2.54967 -2.41919
H -2.07818 -0.84679 -2.77678
H -4.44826 -1.39169 -2.38179
H -4.16325 -2.07112 -0.78686
H -4.56882 0.79940 -1.68070
H -4.82726 0.05456 -0.10696
H -2.43003 1.24033 -1.08276
C -1.30768 -2.95389 5.59293
C -1.31780 -1.86177 4.51887
C -1.33987 -0.51046 5.24085
S -0.53728 -0.77280 6.82115
O -1.51116 -0.58602 7.87095
O 0.73627 -0.09051 6.83236
C -0.25821 -2.52447 6.61205
H -1.07917 -3.93313 5.17210
H -2.28972 -3.01198 6.07006
H -0.41325 -1.94014 3.91128
H -2.16840 -1.96272 3.84876
H -0.79809 0.25345 4.68716
H -2.35830 -0.17570 5.43389
H -0.35433 -3.02975 7.57116
H 0.75027 -2.65481 6.21811
C 4.65608 3.48933 -4.81252
C 4.27822 4.48037 -3.70711
C 2.86306 4.12719 -3.23813
S 2.66108 2.37241 -3.53656
O 1.64315 2.18665 -4.54274
O 2.62323 1.67723 -2.26946
C 4.26027 2.11394 -4.28796
H 5.71826 3.53517 -5.05181
H 4.09481 3.71813 -5.72220
H 4.97813 4.37970 -2.87378
H 4.33036 5.51213 -4.05442
H 2.72563 4.32811 -2.17757
H 2.10521 4.65385 -3.81665
H 4.18263 1.35972 -5.06866
H 4.94383 1.77814 -3.50730
```

Values from the calculation:
Calculated total energy = -67025.6933 eV
HOMO = -0.35514 hartree
Energy relative to the best compared isomer or geometry (same formula, charge and spin) = 0.9550 eV
Gap between HOMO and LUMO = 10.0 eV
E_LUMO = 0.4 eV

Results of the Mulliken charge analysis, in e, for atoms 1 through 6: number 1, O, carries -0.6403; number 2, S, carries 1.0058; number 3, O, carries -0.4890; number 4, F, carries -0.2658; number 5, N, carries 0.4682; number 6, C, carries -0.7671



No. 2
C44H31BBr2N6O9RuS2 | ωB97M-V/def2-TZVPD

Structure (XYZ):
```
96
Properties=species:S:1:pos:R:3
Ru -0.51810 -1.97077 0.11276
Br -4.97720 2.52165 -4.13455
C -3.68368 1.87875 -2.88939
C -3.56746 2.49575 -1.64400
C -2.56636 2.02719 -0.79249
C -1.74320 0.99186 -1.16120
O -0.63805 0.56731 -0.38749
C -1.90946 0.28566 -2.36501
C -1.22236 -0.86501 -2.77463
N -0.39527 -1.62344 -2.05104
C 0.42890 -2.51643 -2.69822
C 0.86046 -2.36992 -4.01094
C 1.76535 -3.26854 -4.59874
C 2.29449 -4.31418 -3.89344
C 1.89962 -4.50316 -2.54754
C 2.43869 -5.52184 -1.72947
C 2.01938 -5.66445 -0.43911
C 1.00336 -4.81845 0.03452
N 0.47342 -3.87787 -0.70581
C 0.94229 -3.64582 -1.96526
C -2.90200 0.80906 -3.24081
H -4.20498 3.31526 -1.34820
H -2.45219 2.50732 0.17180
H -1.45761 -1.18964 -3.78868
H 0.55402 -1.49882 -4.57361
H 2.07443 -3.10232 -5.62385
H 3.02628 -4.97955 -4.33443
H 3.20054 -6.17286 -2.14337
H 2.44217 -6.41536 0.21359
H 0.60172 -4.92328 1.03513
H -3.04336 0.32956 -4.20023
O 0.03037 -3.24357 3.05026
B -0.15379 -2.15632 2.18098
O 0.24814 -0.97741 2.86184
C 0.68375 -1.36547 4.09533
C 1.14879 -0.58905 5.13089
C 1.50737 -1.25479 6.30422
C 1.38797 -2.63535 6.41441
C 0.89762 -3.40880 5.36084
C 0.55110 -2.74242 4.20885
H 1.23295 0.48467 5.02880
H 1.88557 -0.68373 7.14241
H 1.68353 -3.12313 7.33450
H 0.79578 -4.48256 5.44115
O 2.72086 -2.63410 1.45279
C 2.38866 -1.55990 0.97123
O 1.44563 -1.39544 0.09656
C 3.08787 -0.29716 1.38000
C 4.00505 -0.34474 2.41873
C 4.64313 0.81093 2.88067
C 4.32383 1.98669 2.24467
O 4.80498 3.24689 2.49444
C 4.12697 4.11561 1.58291
O 3.30115 3.32171 0.74575
C 3.41754 2.03086 1.20053
C 2.77708 0.91353 0.74337
H 4.21217 -1.30395 2.87215
H 5.36381 0.78472 3.68647
H 4.85775 4.65184 0.97414
H 3.50923 4.82439 2.14219
H 2.07907 0.93920 -0.08393
Br -4.13455 -0.75332 1.26734
C -3.46356 -2.49574 0.85422
C -4.03691 -3.57853 1.44924
C -3.69565 -4.86202 0.98243
C -2.95728 -4.92853 -0.21532
C -2.45333 -3.79260 -0.77263
N -2.52796 -2.53705 -0.14689
H -4.75557 -3.43749 2.24465
H -4.06194 -5.75211 1.47290
H -2.80610 -5.87497 -0.72003
H -1.97559 -3.80032 -1.74280
N -4.15786 6.26180 -3.52731
C -2.92828 5.84158 -3.04128
C -2.45440 6.29875 -1.81076
C -1.22513 5.87831 -1.33349
C -0.45447 5.00946 -2.09012
C -0.90422 4.56378 -3.32767
C -2.12751 4.98493 -3.80369
S 1.05556 4.38528 -1.44452
O 1.41380 5.20593 -0.30620
O 1.98810 4.25013 -2.52307
N 0.60999 2.90211 -0.98511
C 0.33350 2.62849 0.23732
S 0.51062 3.55953 1.71960
C -0.22423 2.28051 2.65722
C -0.57153 1.24220 1.89525
N -0.24298 1.44495 0.56912
H -4.81180 6.60094 -2.84244
H -4.57616 5.66295 -4.22049
H -3.05948 6.98465 -1.22880
H -0.85322 6.22417 -0.37835
H -0.29006 3.88081 -3.89986
H -2.48830 4.63901 -4.76491
H -0.35032 2.37712 3.72106
H -1.03100 0.30452 2.17197
```

Values from the calculation:
Calculated total energy = -238513.2234 eV
HOMO (alpha / beta) = -0.11164 / -0.19890 hartree
Spin multiplicity = 6
Energy relative to the best compared isomer or geometry (same formula, charge and spin) = 4.5638 eV
⟨S²⟩ = 8.830
Total charge = -1
Gap between HOMO and LUMO (alpha / beta) = 5.2 / 7.0 eV
E_LUMO (alpha / beta) = 2.2 / 1.6 eV

Results of the Mulliken charge analysis, in e, for atoms 1 through 6: number 1, Ru, carries 1.4292; number 2, Br, carries -0.2266; number 3, C, carries -0.2956; number 4, C, carries -0.5675; number 5, C, carries -0.2493; number 6, C, carries 0.3849



No. 3
C9H32N6O7 | ωB97M-V/def2-TZVPD

Structure (XYZ):
```
54
Properties=species:S:1:pos:R:3
C 0.72544 -0.56193 -2.24657
C 1.00544 0.64307 -1.39257
O 2.20244 0.50407 -0.67257
H 1.00344 -1.44793 -1.77857
H 1.41444 -0.49293 -3.09857
H -0.25956 -0.59193 -2.63357
H 0.09344 0.75007 -0.75557
H 1.02544 1.62607 -1.92757
H 2.95844 0.69907 -1.20757
C 2.19644 -3.92893 0.01243
C 3.23744 -3.72393 1.14843
O 3.99244 -2.60893 0.76343
H 2.57844 -4.58593 -0.76057
H 1.99044 -2.96093 -0.40657
H 1.23744 -4.48993 0.24643
H 3.99144 -4.57293 1.29943
H 2.71844 -3.41993 2.05143
H 4.71544 -2.49893 1.28943
C 1.94544 -0.61593 2.24043
O 1.01544 -1.49593 2.67943
N 1.57044 0.63507 1.97443
N 2.99044 -0.28093 2.92643
H 0.50744 0.82407 2.06843
H 1.73144 0.81107 0.94143
H 3.21444 -0.98593 3.67243
H 3.79344 -0.26293 2.22443
C -1.70656 2.01007 3.32643
O -2.34356 1.23707 4.15043
N -1.38956 3.26907 3.44343
N -1.14056 1.49307 2.25443
H -1.85356 3.68907 4.27743
H -1.78556 3.83607 2.66443
H -1.71856 0.76907 1.89043
H -0.76256 2.19807 1.57543
C -1.64156 1.14207 -3.80057
O -2.45156 0.45307 -2.92457
N -1.39356 0.77207 -4.99257
N -0.80156 2.14507 -3.60357
H -1.97356 -0.00493 -5.18857
H -1.06356 1.38507 -5.73257
H -0.72756 2.58807 -2.62857
H 0.17944 2.02907 -4.05157
C -4.06456 1.81707 0.26443
O -2.98856 2.32807 -0.56457
H -5.00456 2.26507 0.09043
H -3.76656 1.92107 1.34443
H -4.09856 0.79707 0.06143
H -3.17156 2.07607 -1.45657
C -1.16556 -1.50093 0.30343
O -1.90556 -0.30893 0.34643
H -1.50556 -2.06693 1.18243
H -0.05256 -1.45793 0.24143
H -1.45756 -1.99893 -0.68257
H -1.84056 0.15207 -0.44857
```

Values from the calculation:
Calculated total energy = -33119.2412 eV
HOMO = -0.29190 hartree
Energy relative to the best compared isomer or geometry (same formula, charge and spin) = 8.6182 eV
Gap between HOMO and LUMO = 7.9 eV
E_LUMO = 0.0 eV

Results of the Mulliken charge analysis, in e, for atoms 1 through 6: number 1, C, carries -1.1093; number 2, C, carries 1.2326; number 3, O, carries -0.5477; number 4, H, carries 0.0801; number 5, H, carries 0.4493; number 6, H, carries 0.1283



No. 4
C4H12NO6 | ωB97M-V/def2-TZVPD

Structure (XYZ):
```
23
Properties=species:S:1:pos:R:3
O -0.36393 -0.59748 -0.37139
C 0.75013 -0.36742 0.02799
N 1.58233 0.58879 -0.51921
C 1.17738 1.49520 -1.59597
O 0.12768 2.06009 -1.51650
O 2.15221 1.45401 -2.39134
C 1.35201 -1.18849 1.15955
C 0.42173 -1.08768 2.38116
H 2.48970 0.71878 -0.10329
H 1.49285 -2.22210 0.84117
H 2.30894 -0.73623 1.43286
H 0.63737 -1.84525 3.12351
H -0.61612 -1.05443 2.08952
H 0.55530 -0.11120 2.85546
H -3.04156 -0.93477 0.87713
H -2.56122 -0.96828 -0.57807
O -3.30443 -0.71838 -0.02184
H -0.03966 -1.12862 -3.73749
H -0.43670 -0.26097 -2.45566
O -0.75292 -0.82868 -3.17315
H -1.89882 3.07553 0.57448
H -0.87888 2.09263 0.15219
O -1.15338 2.56496 0.94890
```

Values from the calculation:
Calculated total energy = -18115.9736 eV
HOMO (alpha / beta) = -0.39512 / -0.39508 hartree
Spin multiplicity = 2
Energy relative to the best compared isomer or geometry (same formula, charge and spin) = 0.0000 eV
⟨S²⟩ = 0.758
Gap between HOMO and LUMO (alpha / beta) = 10.9 / 6.3 eV
E_LUMO (alpha / beta) = 0.1 / -4.4 eV

Results of the Mulliken charge analysis, in e, for atoms 1 through 6: number 1, O, carries -0.3953; number 2, C, carries 0.4765; number 3, N, carries -0.1147; number 4, C, carries 0.5421; number 5, O, carries -0.4523; number 6, O, carries -0.3406